# Cl2H2NO2PS

The molecule Cl2H2NO2PS (ωB97M-V with the def2-TZVPD basis set, OMol25).

Results
* charge: 0
* strongest force on any atom: 0.143 hartree/bohr
* multiplicity: 3
* <S²>: 2.0058
* energy relative to the best compared isomer or geometry (same formula, charge and spin): 291.18 kJ/mol
* Kohn-Sham gap (spin up / spin down): 0.226 / 0.185 Eh
* E_tot: -1866.2138 Ha

Atoms and positions in Å:
N 0.2262 0.0426 0.2748
O -1.3383 0.3142 2.0313
O 0.0841 -1.8144 2.1787
P 0.1443 -0.3170 1.8692
S 1.8358 0.2079 2.8886
Cl -2.0006 0.5848 3.5563
Cl -1.1069 -2.9736 1.4354
H 0.9154 -0.6638 0.0424
H 0.6585 0.9578 0.1771

Charge distribution, Löwdin scheme, values in e:
1 N -0.045
2 O -0.758
3 O -0.826
4 P 0.018
5 S 0.520
6 Cl 0.673
7 Cl 0.281
8 H 0.067
9 H 0.069

# C48H39F10MnN3O4

C48H39F10MnN3O4 as an isolated structure (ωB97M-V with the def2-TZVPD basis set, OMol25).

Results
* charge: -2
* strongest force on any atom: 0.011 hartree/bohr
* multiplicity: 6
* <S²>: 8.7548
* Kohn-Sham gap (spin up / spin down): 0.224 / 0.229 Eh
* E_tot: -4467.4644 Ha

Atoms and positions in Å:
Mn 0.5211 -0.7924 0.6706
C 0.9964 -0.7138 5.3862
N 0.6260 -0.4852 4.0203
C -0.6710 -1.0104 3.6368
C -0.5760 -2.4564 3.1655
N -0.2115 -2.5694 1.7473
C -0.0721 -3.8232 1.2688
C 0.0496 -4.0328 -0.1346
F -0.0405 -2.9666 -0.9424
C 0.2122 -5.2543 -0.7397
F 0.3129 -5.3306 -2.0787
C 0.2451 -6.4188 0.0104
F 0.4147 -7.6288 -0.5736
C 0.0990 -6.2910 1.3688
F 0.1253 -7.3988 2.1430
C -0.0600 -5.0544 1.9762
F -0.1764 -5.1090 3.3310
C 1.0305 0.7953 3.4700
C 2.3974 0.6631 2.8088
N 2.3887 -0.4004 1.8094
C 3.2806 -1.3975 1.9023
C 4.1802 -1.7434 2.9508
F 4.2182 -1.0603 4.1308
C 5.0553 -2.8159 2.8989
F 5.8666 -3.0462 3.9555
C 5.1080 -3.6655 1.8206
F 5.9760 -4.7044 1.7786
C 4.2331 -3.4061 0.7786
F 4.2381 -4.2050 -0.3041
C 3.3794 -2.3331 0.8303
F 2.5684 -2.1547 -0.2357
H 2.0627 -0.5241 5.5324
H 0.8115 -1.7550 5.6620
H 0.4333 -0.0712 6.0941
H -1.0745 -0.3876 2.8364
H -1.3956 -0.9410 4.4684
H -1.5370 -2.9551 3.3590
H 0.1643 -2.9468 3.8054
H 1.0639 1.5891 4.2371
H 0.2958 1.1105 2.7328
H 3.1326 0.4908 3.5885
H 2.6573 1.6269 2.3434
C -3.0372 3.6414 -3.3879
C -1.6918 3.3699 -2.7457
C -0.6766 4.4730 -2.9949
O -1.8881 3.2016 -1.3632
C -1.0446 2.1350 -0.8968
C -0.9464 1.2362 -2.1382
O -1.1814 2.1445 -3.2328
C 0.3700 0.4552 -2.3126
O 0.4735 -0.3572 -1.2324
C 0.3343 -0.4296 -3.5799
C 1.4277 -1.2716 -3.7853
C 1.4536 -2.1715 -4.8362
C 0.3752 -2.2532 -5.7143
C -0.7184 -1.4273 -5.5186
C -0.7394 -0.5223 -4.4571
C 1.5602 1.4281 -2.4315
C 2.4031 1.6212 -1.3424
C 3.4698 2.5101 -1.4185
C 3.7153 3.2147 -2.5897
C 2.8874 3.0180 -3.6890
C 1.8223 2.1309 -3.6081
C -1.6521 1.5403 0.4073
O -0.7092 0.8098 1.0685
C -2.0254 2.6697 1.3987
C -2.8480 2.3455 2.4773
C -3.0931 3.2504 3.4982
C -2.5100 4.5129 3.4659
C -1.6803 4.8442 2.4049
C -1.4417 3.9306 1.3820
C -2.9241 0.7509 0.0473
C -2.9363 -0.6346 0.1383
C -4.0628 -1.3654 -0.2250
C -5.2027 -0.7179 -0.6798
C -5.2084 0.6709 -0.7587
C -4.0816 1.3955 -0.3953
H -3.4540 4.5813 -3.0195
H -3.7175 2.8262 -3.1405
H -2.9237 3.7006 -4.4719
H -1.0630 5.4237 -2.6204
H -0.4689 4.5630 -4.0636
H 0.2572 4.2346 -2.4842
H -0.0558 2.5195 -0.6202
H -1.7376 0.4821 -2.1121
H 2.2489 -1.2346 -3.0774
H 2.3070 -2.8279 -4.9613
H 0.3863 -2.9650 -6.5318
H -1.5694 -1.4870 -6.1880
H -1.6003 0.1186 -4.3291
H 2.2246 1.0564 -0.4357
H 4.1155 2.6427 -0.5580
H 4.5510 3.9029 -2.6498
H 3.0747 3.5544 -4.6129
H 1.1810 1.9755 -4.4678
H -3.2857 1.3544 2.5196
H -3.7321 2.9657 4.3265
H -2.6945 5.2244 4.2624
H -1.2081 5.8197 2.3687
H -0.7884 4.2131 0.5678
H -2.0591 -1.1563 0.5004
H -4.0400 -2.4463 -0.1515
H -6.0805 -1.2870 -0.9640
H -6.0960 1.1920 -1.1006
H -4.0940 2.4771 -0.4498

Results of the Löwdin charge analysis, in e, for atoms 1 through 99:
1 Mn 0.904
2 C -0.107
3 N -0.212
4 C -0.197
5 C -0.221
6 N -0.032
7 C -0.199
8 C -0.164
9 F 0.079
10 C -0.159
11 F 0.096
12 C -0.172
13 F 0.066
14 C -0.167
15 F 0.077
16 C -0.136
17 F 0.040
18 C -0.194
19 C -0.217
20 N -0.030
21 C -0.191
22 C -0.127
23 F 0.028
24 C -0.169
25 F 0.076
26 C -0.175
27 F 0.065
28 C -0.161
29 F 0.095
30 C -0.149
31 F 0.065
32 H 0.072
33 H 0.077
34 H 0.076
35 H 0.085
36 H 0.112
37 H 0.111
38 H 0.101
39 H 0.115
40 H 0.079
41 H 0.085
42 H 0.105
43 C 0.012
44 C -0.601
45 C 0.015
46 O -0.036
47 C -0.134
48 C -0.136
49 O -0.028
50 C -0.452
51 O -0.239
52 C -0.116
53 C -0.015
54 C -0.088
55 C -0.122
56 C -0.101
57 C -0.022
58 C -0.123
59 C -0.010
60 C -0.082
61 C -0.121
62 C -0.106
63 C -0.040
64 C -0.435
65 O -0.258
66 C -0.114
67 C -0.025
68 C -0.096
69 C -0.125
70 C -0.097
71 C -0.018
72 C -0.144
73 C -0.009
74 C -0.076
75 C -0.117
76 C -0.099
77 C -0.037
78 H 0.084
79 H 0.084
80 H 0.084
81 H 0.084
82 H 0.088
83 H 0.084
84 H 0.153
85 H 0.157
86 H 0.124
87 H 0.094
88 H 0.085
89 H 0.088
90 H 0.104
91 H 0.093
92 H 0.095
93 H 0.085
94 H 0.089
95 H 0.117
96 H 0.121
97 H 0.091
98 H 0.084
99 H 0.090

# C8H10N2O

The molecule C8H10N2O (ωB97M-V with the def2-TZVPD basis set, OMol25).

Results
* charge: 0
* strongest force on any atom: 0.093 hartree/bohr
* energy relative to the best compared isomer or geometry (same formula, charge and spin): 492.35 kJ/mol
* Kohn-Sham gap: 0.280 Eh
* E_tot: -495.4261 Ha

Atoms and positions in Å:
C 1.1727 1.3812 0.1191
C 1.5785 -1.3789 -0.1454
C -1.8895 -1.1942 0.1146
C 0.1104 0.5071 0.0190
C 0.3132 -0.9423 -0.0284
C 2.5397 0.8623 0.3528
C 2.7477 -0.5025 -0.3341
C -3.5423 0.6278 -0.0440
N -1.2571 1.0747 -0.1811
N -2.1685 0.1233 -0.0996
O -0.7090 -1.7460 0.2523
H 1.1039 2.4555 0.3204
H 1.7442 -2.4097 -0.4251
H -2.7503 -1.8184 0.2691
H 3.3471 1.5132 -0.0136
H 2.8901 0.7627 1.3689
H 3.6592 -1.1484 0.1010
H 2.8535 -0.4646 -1.4398
H -3.9317 0.8797 -1.1425
H -3.4942 1.5577 0.4582
H -4.3176 -0.1403 0.4782

Charge distribution, Löwdin scheme, values in e:
1 C -0.043
2 C -0.048
3 C -0.107
4 C -0.156
5 C -0.249
6 C -0.222
7 C -0.203
8 C -0.038
9 N 0.059
10 N -0.234
11 O 0.093
12 H 0.107
13 H 0.115
14 H 0.127
15 H 0.106
16 H 0.103
17 H 0.152
18 H 0.121
19 H 0.127
20 H 0.055
21 H 0.135